(1)
Entry from the OMol25 dataset: a molecular structure, C2H19FeO10 in a non-equilibrium geometry (ωB97M-V with the def2-TZVPD basis set).

```
32
Properties=species:S:1:pos:R:3:forces:R:3:mulliken_charge:R:1
Fe 2.10270 -4.68454 -8.79958 -0.39 1.28 -0.67 -0.0499
C 4.35440 -3.26177 -12.05613 0.79 -0.08 0.51 -1.0630
C 3.37630 -3.66493 -10.92983 1.42 2.10 -1.61 1.0991
O 2.95431 -2.87294 -10.08856 -0.32 1.73 1.30 -0.6302
O 3.04756 -4.84041 -10.80690 -0.64 -4.16 0.01 -0.6968
H 5.00575 -4.07883 -12.36638 -0.48 -0.57 0.07 0.1940
H 5.08930 -2.56650 -11.65041 -0.42 0.52 0.07 0.3801
H 3.96379 -2.86136 -12.99165 -0.52 0.12 0.40 0.3379
O 3.64808 -0.30423 -9.12110 0.26 0.44 0.24 -0.6007
H 3.47920 -1.23414 -9.27267 -0.14 -0.51 -0.40 0.3587
H 3.62229 -0.20769 -8.16913 0.02 0.13 0.21 0.3003
O 5.21324 -6.87173 -14.17336 0.70 -0.23 -0.85 -0.6494
H 5.18793 -6.83178 -13.21733 -0.08 -0.09 0.29 0.3977
H 4.33148 -6.61962 -14.44751 -0.11 0.15 0.15 0.3459
O 7.65028 -2.71967 -14.11408 -0.03 0.09 -0.17 -0.6302
H 7.35371 -3.47699 -13.60936 -0.11 -0.30 0.02 0.3098
H 8.10304 -2.16832 -13.47590 0.13 0.19 0.12 0.3161
O 2.00807 -6.74722 -8.92447 -0.13 -0.79 -0.25 -0.2323
H 2.43807 -7.42478 -8.40269 0.38 -0.15 0.37 0.2642
H 1.26567 -7.19323 -9.33209 -0.48 -0.03 -0.35 0.2461
O 3.88787 -5.16973 -7.82028 0.51 -0.03 0.09 -0.3817
H 4.06311 -5.58913 -6.97788 -0.23 0.02 0.53 0.2875
H 4.65834 -5.36868 -8.35229 0.42 0.13 -0.47 0.2936
O 1.17598 -0.04508 -10.95012 -0.12 0.10 -0.34 -0.5858
H 1.22418 -0.88797 -10.49906 0.25 -0.25 0.17 0.2764
H 0.38980 0.37144 -10.59704 -0.17 0.14 0.07 0.2935
O 4.92586 -6.77313 -11.48852 0.48 -0.45 0.41 -0.6627
H 5.27200 -7.13561 -10.67303 0.23 -0.28 0.00 0.2697
H 4.37220 -6.04335 -11.21082 -0.81 0.63 0.01 0.2919
O 2.75653 -5.76121 -13.72774 -0.29 0.09 -0.30 -0.5932
H 2.49995 -5.50807 -12.84099 0.11 0.13 0.55 0.2490
H 1.95701 -6.11543 -14.11701 -0.22 -0.07 -0.19 0.2646
```
Positions in Å, forces in eV/Å.

Calculated values
- HOMO-LUMO gap (spin up / spin down) (eV) = 5.4 / 8.6
- E_tot (eV) = -57243.1538
- 2S+1 = 6
- <S²> = 8.7553
- total charge = 0

(2)
Entry from the OMol25 dataset: a molecular structure, C5H7O4Zn in a non-equilibrium geometry (ωB97M-V with the def2-TZVPD basis set).

```
17
Properties=species:S:1:pos:R:3:forces:R:3:mulliken_charge:R:1
O 3.57496 0.21982 1.14264 0.29 -0.15 0.06 -0.5006
C 2.83416 -0.56345 0.49537 1.25 -1.22 0.36 0.7203
O 1.71275 0.24337 0.00961 -1.09 -1.23 -0.96 -0.0512
O 2.89120 -1.72702 0.19900 -0.36 0.77 0.11 -0.4713
Zn 2.60341 1.94637 0.86560 -0.27 0.99 0.14 0.0992
C 0.08517 0.05637 -1.64537 -1.83 0.59 -0.51 -0.4861
C 0.60971 -0.37987 -0.42633 -0.16 1.97 2.38 0.0154
H 0.65443 0.82860 -2.17559 -0.35 -0.20 -0.12 0.3061
H -0.59925 -0.60908 -2.17594 0.18 0.44 -0.10 0.2595
O -3.02748 -0.11634 0.97523 -0.19 0.89 -0.23 -0.5282
C -1.81398 -0.51631 0.36972 -0.38 -1.86 0.18 -0.3904
C -0.93631 0.65704 -0.07979 1.80 -2.78 -1.13 -0.5851
H -3.29564 -0.77335 1.62207 0.14 -0.04 -0.02 0.3330
H -2.07136 -1.18027 -0.47323 0.37 0.24 -0.05 0.1826
H -1.26345 -1.13262 1.10111 -0.09 0.32 -0.30 0.3321
H -0.45441 1.62916 -0.30219 1.12 0.74 -0.28 0.3940
H -1.50391 1.41757 0.49809 -0.42 0.53 0.49 0.3708
```
Positions in Å, forces in eV/Å.

Calculated values
- HOMO-LUMO gap (spin up / spin down) (eV) = 4.2 / 4.6
- E_tot (eV) = -61895.2429
- 2S+1 = 2
- <S²> = 0.8371
- total charge = 0

(3)
Entry from the OMol25 dataset: a molecular structure, C5H10CuO3 in a non-equilibrium geometry (ωB97M-V with the def2-TZVPD basis set).

```
19
Properties=species:S:1:pos:R:3:forces:R:3:mulliken_charge:R:1
C -0.66981 2.60048 -0.71343 -0.34 1.07 0.49 -0.1237
O -0.51302 1.41981 -1.44989 0.11 -0.32 0.48 -0.6666
C 0.01448 2.50556 0.66494 0.32 0.96 -0.40 -0.1926
O -0.30033 1.29702 1.30348 -0.32 -0.09 -0.28 -0.6357
C 1.16874 -1.38107 2.03578 0.14 -0.16 0.85 -0.8134
C 0.65710 -2.14666 1.07437 0.23 -0.17 0.21 0.2014
O 0.25650 -1.61014 -0.14287 -0.80 -0.95 0.20 -0.2283
C 0.13310 -2.56536 -1.20914 -0.21 -0.24 -0.13 -0.7407
Cu -0.42930 0.16321 -0.12532 -0.13 0.78 -0.38 0.3392
H -1.74906 2.81394 -0.54510 0.32 -0.09 -0.06 0.2130
H -0.25337 3.47645 -1.25211 -0.11 -0.35 0.04 0.3320
H -0.29078 3.37919 1.27559 0.05 -0.32 -0.08 0.2978
H 1.11367 2.59476 0.51349 -0.31 -0.09 0.05 0.2304
H 0.79388 -0.41590 2.37226 0.75 0.67 -1.31 0.3146
H 1.97490 -1.78521 2.64748 -1.04 -0.67 0.66 0.2331
H 0.33782 -3.18185 1.21719 1.28 -0.22 -0.54 0.3320
H -0.12567 -2.00837 -2.11446 0.09 -0.09 0.26 0.2239
H 1.09208 -3.08040 -1.34061 -0.22 0.14 0.04 0.3312
H -0.66039 -3.28554 -0.97307 0.19 0.13 -0.11 0.3524
```
Positions in Å, forces in eV/Å.

Calculated values
- HOMO-LUMO gap (spin up / spin down) (eV) = 8.7 / 7.5
- E_tot (eV) = -56124.3889
- 2S+1 = 2
- <S²> = 0.7547
- total charge = 0